#1
Computed, not measured: 5 unconnected molecules or ions with the total composition C15H35N5O5, with wB97M-V/def2-TZVPD.

The geometry in XYZ format:
```
60
C15H35N5O5 wB97M-V/def2-TZVPD
C -2.02 0.06 3.12
N -2.10 -0.38 1.74
C -2.05 0.44 0.70
C -2.03 -0.04 -0.79
O -2.05 1.69 0.97
H -2.85 -0.38 3.68
H -2.04 1.14 3.28
H -1.07 -0.32 3.49
H -2.08 -1.39 1.64
H -2.26 -1.10 -0.83
H -1.04 -0.06 -1.23
H -2.83 0.42 -1.37
C -1.71 -6.35 4.21
N -0.58 -5.79 3.45
C -0.44 -5.76 2.10
C 0.92 -5.48 1.57
O -1.36 -6.02 1.30
H -1.39 -7.16 4.87
H -2.58 -6.84 3.78
H -2.04 -5.53 4.85
H 0.18 -5.38 3.97
H 1.02 -5.60 0.49
H 1.71 -6.05 2.04
H 1.17 -4.42 1.56
C -3.07 -5.16 -5.88
N -1.70 -4.60 -6.17
C -1.51 -3.38 -6.77
C -0.03 -3.19 -7.04
O -2.35 -2.57 -7.02
H -3.00 -6.08 -5.29
H -3.51 -5.62 -6.76
H -3.75 -4.45 -5.39
H -0.89 -5.16 -5.93
H 0.08 -2.90 -8.09
H 0.53 -4.12 -6.93
H 0.47 -2.48 -6.38
C 9.21 -0.52 2.62
N 7.83 -0.89 2.87
C 7.16 -0.29 3.87
C 5.86 -0.96 4.33
O 7.54 0.73 4.46
H 9.62 -0.85 1.67
H 9.92 -0.65 3.44
H 9.23 0.54 2.38
H 7.58 -1.81 2.53
H 6.02 -1.37 5.33
H 5.67 -1.81 3.68
H 5.00 -0.30 4.24
C -3.04 9.01 -0.19
N -3.11 10.44 -0.55
C -4.07 10.88 -1.42
C -4.00 12.32 -1.91
O -4.96 10.09 -1.81
H -2.00 8.92 0.14
H -3.23 8.44 -1.10
H -3.77 8.72 0.56
H -2.34 11.00 -0.23
H -4.95 12.80 -2.14
H -3.16 12.55 -2.57
H -3.74 13.01 -1.10
```

The SMILES is CNC(C)=O.CNC(C)=O.CNC(C)=O.CNC(C)=O.CNC(C)=O. Its net charge is 0. As for the HOMO-LUMO gap: 9.4 eV. The calculation puts the HOMO energy at -9.30 eV.

Löwdin atomic charge list, values in e, 4 entries: C -0.066; N -0.009; C -0.492; C 0.004


#2
Computed, not measured: 5 unconnected molecules or ions with the total composition C15H35N5O5, with wB97M-V/def2-TZVPD.

The geometry in XYZ format:
```
60
C15H35N5O5 wB97M-V/def2-TZVPD
C -4.60 9.62 -0.75
N -5.25 8.44 -0.04
C -6.36 8.80 0.94
C -4.76 7.22 -0.24
O -3.92 6.94 -1.16
H -4.40 10.36 0.01
H -5.35 9.95 -1.47
H -3.71 9.36 -1.33
H -6.09 9.16 1.93
H -7.07 9.38 0.35
H -6.93 7.89 1.14
H -5.47 6.51 0.21
C 6.62 0.76 -5.13
N 7.51 1.25 -4.07
C 7.90 2.65 -4.27
C 7.80 0.53 -2.98
O 7.53 -0.62 -2.83
H 7.00 1.06 -6.10
H 5.64 1.22 -5.05
H 6.54 -0.31 -4.94
H 8.51 3.00 -3.43
H 8.36 2.55 -5.25
H 6.95 3.15 -4.45
H 8.45 1.11 -2.30
C -7.54 -2.13 5.26
N -6.71 -1.03 4.72
C -5.35 -0.82 5.26
C -7.08 -0.22 3.75
O -6.38 0.75 3.38
H -6.93 -2.88 5.76
H -8.17 -2.59 4.50
H -8.09 -1.83 6.15
H -4.68 -0.12 4.78
H -5.48 -0.43 6.27
H -4.87 -1.78 5.47
H -8.09 -0.46 3.39
C 5.84 -9.35 0.14
N 4.63 -8.68 -0.23
C 3.92 -7.88 0.75
C 4.11 -8.88 -1.38
O 3.08 -8.40 -1.85
H 6.38 -9.75 -0.72
H 5.70 -10.03 0.97
H 6.49 -8.56 0.51
H 3.23 -7.16 0.32
H 3.45 -8.55 1.48
H 4.54 -7.21 1.35
H 4.71 -9.67 -1.87
C -0.89 0.88 -0.85
N -0.22 -0.35 -0.39
C 1.17 -0.34 -0.81
C -0.84 -1.46 0.09
O -2.00 -1.48 0.41
H -1.88 1.04 -0.43
H -1.20 0.93 -1.90
H -0.31 1.78 -0.63
H 1.65 -1.23 -0.42
H 1.19 -0.34 -1.90
H 1.84 0.49 -0.60
H -0.13 -2.23 0.43
```

The SMILES is CN(C)C=O.CN(C)C=O.CN(C)C=O.CN(C)C=O.CN(C)C=O. Its net charge is 0. As for the HOMO-LUMO gap: 9.8 eV. The calculation puts the HOMO energy at -9.08 eV.

Löwdin atomic charge list, values in e, 4 entries: C -0.018; N -0.177; C -0.033; C -0.323


#3
Computed, not measured: 5 unconnected molecules or ions with the total composition C15H35N5O5, with wB97M-V/def2-TZVPD.

The geometry in XYZ format:
```
60
C15H35N5O5 wB97M-V/def2-TZVPD
C 0.56 9.35 11.19
N 0.82 8.74 12.50
C 0.26 7.48 12.81
C 1.56 9.44 13.42
O 1.75 9.06 14.54
H 1.10 10.29 11.19
H -0.43 9.81 11.17
H 0.68 8.69 10.33
H 0.44 6.77 11.99
H 0.50 7.00 13.76
H -0.82 7.50 12.99
H 2.05 10.32 12.96
C -0.67 15.61 11.86
N -0.01 14.56 11.20
C 1.05 15.00 10.23
C -0.29 13.22 11.29
O 0.14 12.31 10.58
H -1.43 15.41 12.62
H -1.19 16.16 11.09
H 0.18 16.07 12.36
H 2.07 14.95 10.63
H 0.97 14.48 9.28
H 1.00 16.07 10.02
H -1.03 13.02 12.07
C 5.79 13.39 11.80
N 4.58 14.15 12.10
C 3.34 13.43 12.42
C 4.65 15.47 11.70
O 3.74 16.33 11.58
H 6.18 13.56 10.79
H 5.56 12.33 11.92
H 6.67 13.53 12.43
H 2.53 14.09 12.74
H 2.99 12.76 11.64
H 3.57 12.72 13.21
H 5.68 15.72 11.42
C -4.93 14.21 12.96
N -3.84 13.18 13.02
C -3.79 12.15 11.90
C -3.12 13.07 14.18
O -2.42 12.08 14.34
H -5.89 13.72 13.14
H -4.77 14.74 12.02
H -4.90 14.85 13.84
H -2.84 11.61 11.82
H -4.62 11.46 12.08
H -3.91 12.68 10.96
H -3.30 13.92 14.86
C -3.52 15.55 9.66
N -3.26 15.86 8.26
C -4.10 16.96 7.79
C -2.38 15.19 7.49
O -2.15 15.57 6.34
H -3.88 16.47 10.14
H -2.73 15.04 10.22
H -4.39 14.90 9.72
H -3.95 17.10 6.71
H -5.12 16.93 8.16
H -3.67 17.87 8.21
H -2.03 14.23 7.88
```

The SMILES is CN(C)C=O.CN(C)C=O.CN(C)C=O.CN(C)C=O.CN(C)C=O. Its net charge is 0. As for the HOMO-LUMO gap: 9.2 eV. The calculation puts the HOMO energy at -8.80 eV.

Löwdin atomic charge list, values in e, 4 entries: C -0.052; N -0.187; C -0.081; C -0.342


Most stable to least stable, the ends of the list are #1 and #2.


#1
Computed, not measured: 2 unconnected molecules or ions with the total composition CH4O2S, with wB97M-V/def2-TZVPD.

The geometry in XYZ format:
```
8
CH4O2S wB97M-V/def2-TZVPD
O -0.73 -0.92 0.43
C -1.13 -0.08 -0.33
O -2.07 0.82 -0.03
H -0.74 0.01 -1.35
H -2.28 0.66 0.90
S 2.55 0.27 -0.24
H 2.25 -1.02 -0.42
H 2.15 0.26 1.04
```

The SMILES is O=CO.S. Its net charge is 0. As for the HOMO-LUMO gap: 10.5 eV. The calculation puts the HOMO energy at -9.73 eV.

Löwdin atomic charge list, values in e, 4 entries: O 0.036; C -0.415; O 0.080; H 0.133


#2
Computed, not measured: CH4O2S in the gas phase, with wB97M-V/def2-TZVPD.

The geometry in XYZ format:
```
8
CH4O2S wB97M-V/def2-TZVPD
C 0.86 0.42 -0.28
O -0.67 -1.28 0.21
O -1.66 1.05 0.93
S -0.99 0.32 -0.16
H 1.16 -0.06 -1.13
H 1.34 0.10 0.61
H 1.33 1.44 -0.36
H -1.37 -2.00 0.18
```

Its net charge is 0. As for the HOMO-LUMO gap: 10.1 eV. The calculation puts the HOMO energy at -9.49 eV.

Löwdin atomic charge list, values in e, 4 entries: C -0.226; O -0.377; O -0.490; S 0.870


#3
Computed, not measured: 2 unconnected molecules or ions with the total composition CH4O2S, with wB97M-V/def2-TZVPD.

The geometry in XYZ format:
```
8
CH4O2S wB97M-V/def2-TZVPD
C 1.00 -0.55 0.93
O -0.44 0.99 -1.61
O -2.83 1.03 -1.13
S -1.78 0.81 -2.09
H 0.28 -0.20 0.25
H 1.19 0.32 1.68
H 1.88 -0.98 0.46
H 0.70 -1.43 1.51
```

Its net charge is 0. As for the HOMO-LUMO gap: 10.8 eV. The calculation puts the HOMO energy at -12.13 eV.

Löwdin atomic charge list, values in e, 4 entries: C -0.049; O -0.442; O -0.434; S 0.893


Most stable to least stable, the ends of the list are #1 and #2.


#1
Computed, not measured: C3H4S2 in the gas phase, with wB97M-V/def2-TZVPD.

The geometry in XYZ format:
```
9
C3H4S2 wB97M-V/def2-TZVPD
C -0.10 1.70 1.01
C -0.18 0.45 0.50
S 0.43 0.04 -1.11
C 0.21 -1.71 -1.17
S 0.81 -2.48 -2.46
H -0.51 1.97 1.99
H 0.23 2.52 0.39
H -0.69 -0.34 1.13
H -0.20 -2.14 -0.27
```

The SMILES is C=CSC=S. Its net charge is 0. As for the HOMO-LUMO gap: 8.3 eV. The calculation puts the HOMO energy at -8.75 eV.

Löwdin atomic charge list, values in e, 4 entries: C -0.086; C -0.524; S 0.852; C -1.040


#2
Computed, not measured: C3H4S2 in the gas phase, with wB97M-V/def2-TZVPD.

The geometry in XYZ format:
```
9
C3H4S2 wB97M-V/def2-TZVPD
C 0.93 0.58 -1.09
C -0.32 0.60 -0.66
S -1.36 -0.61 -0.23
C -0.68 -1.05 1.29
S 0.72 -0.62 1.91
H 1.47 1.48 -1.34
H 1.39 -0.40 -1.09
H -0.79 1.52 -0.80
H -1.37 -1.51 2.02
```

The SMILES is C=CSC=S. Its net charge is 0. As for the HOMO-LUMO gap: 8.5 eV. The calculation puts the HOMO energy at -8.61 eV.

Löwdin atomic charge list, values in e, 4 entries: C -0.039; C -0.659; S 0.897; C -1.043


#3
Computed, not measured: C3H4S2 in the gas phase, with wB97M-V/def2-TZVPD.

The geometry in XYZ format:
```
9
C3H4S2 wB97M-V/def2-TZVPD
C -0.32 -0.18 -1.09
C -0.84 -0.97 -0.11
S -0.88 -0.22 1.44
C 0.56 0.82 0.80
S 0.32 1.33 -0.87
H -0.29 -0.48 -1.98
H -0.94 -2.07 -0.51
H 0.94 1.86 1.56
H 1.45 -0.09 0.75
```

The SMILES is C1=CSCS1. Its net charge is 0. As for the HOMO-LUMO gap: 8.5 eV. The calculation puts the HOMO energy at -7.85 eV.

Löwdin atomic charge list, values in e, 4 entries: C -0.635; C -0.542; S 0.780; C -0.809


#4
Computed, not measured: C3H4S2 in the gas phase, with wB97M-V/def2-TZVPD.

The geometry in XYZ format:
```
9
C3H4S2 wB97M-V/def2-TZVPD
C -0.43 1.34 -0.41
C -0.14 0.51 0.48
C 0.15 -1.14 0.14
S 0.92 -1.64 -1.35
S 1.62 -1.92 0.59
H -0.80 2.31 -0.03
H -0.51 1.11 -1.45
H 0.04 0.83 1.51
H -0.86 -1.40 0.52
```

The SMILES is C=CC1SS1. Its net charge is 0. As for the HOMO-LUMO gap: 8.4 eV. The calculation puts the HOMO energy at -8.54 eV.

Löwdin atomic charge list, values in e, 4 entries: C -0.056; C -0.205; C -1.095; S 0.526


Most stable to least stable, the ends of the list are #1 and #3.


#1
Computed, not measured: 2 unconnected molecules or ions with the total composition CClNS2, with wB97M-V/def2-TZVPD.

The geometry in XYZ format:
```
5
CClNS2 wB97M-V/def2-TZVPD
C 0.08 -0.97 1.62
N -0.28 -1.48 2.63
S -1.36 0.89 -0.52
S -0.13 0.26 -1.89
Cl 1.68 1.30 -1.84
```

Its net charge is 0. As for the HOMO-LUMO gap (spin up / spin down): 7.8 / 5.5 eV. The calculation puts the HOMO energy (spin up / spin down) at -10.81 / -9.68 eV.

Löwdin atomic charge list, values in e, 4 entries: C -0.123; N -0.021; S 0.154; S -0.055


#2
Computed, not measured: 2 unconnected molecules or ions with the total composition CClNS2, with wB97M-V/def2-TZVPD.

The geometry in XYZ format:
```
5
CClNS2 wB97M-V/def2-TZVPD
C -0.46 0.36 -0.59
N -0.84 0.10 -1.63
S 0.19 0.62 1.97
S 1.82 -0.44 2.08
Cl 1.65 -2.43 1.48
```

Its net charge is 0. As for the HOMO-LUMO gap (spin up / spin down): 7.3 / 6.9 eV. The calculation puts the HOMO energy (spin up / spin down) at -10.63 / -10.23 eV.

Löwdin atomic charge list, values in e, 4 entries: C -0.310; N -0.041; S 0.272; S -0.002


Most stable to least stable, the ends of the list are #2 and #1.


#1
Computed, not measured: C2H4N2O4 in the gas phase, with wB97M-V/def2-TZVPD.

The geometry in XYZ format:
```
12
C2H4N2O4 wB97M-V/def2-TZVPD
O 0.91 2.02 -0.47
N -0.18 1.56 -0.60
C -0.71 0.54 0.48
O -2.07 0.67 0.46
C -0.34 -0.82 -0.10
O -1.19 -1.45 -0.68
N 0.95 -1.17 -0.05
O 1.94 -0.36 0.48
H -0.27 0.68 1.46
H -2.35 -0.06 -0.10
H 1.21 -1.92 -0.69
H 2.10 0.31 -0.19
```

The SMILES is O=N[C@@H](O)C(=O)NO. Its net charge is 0. As for the HOMO-LUMO gap: 8.8 eV. The calculation puts the HOMO energy at -9.50 eV.

Löwdin atomic charge list, values in e, 4 entries: O 0.018; N 0.067; C -0.294; O 0.021


#2
Computed, not measured: C2H4N2O4 in the gas phase, with wB97M-V/def2-TZVPD.

The geometry in XYZ format:
```
12
C2H4N2O4 wB97M-V/def2-TZVPD
O -0.81 -2.31 -1.12
C -0.68 -2.07 0.11
O -0.38 -0.92 0.83
C -0.18 0.30 0.21
N -1.26 0.96 -0.13
O -0.92 2.31 -0.65
N 1.15 0.77 0.38
O 1.95 -0.20 -0.30
H -0.74 -2.83 0.98
H -1.84 2.70 -0.76
H 1.21 1.76 -0.01
H 2.49 -0.46 0.47
```

The SMILES is O=CO/C(=N/O)NO. Its net charge is 0. As for the HOMO-LUMO gap: 10.4 eV. The calculation puts the HOMO energy at -9.80 eV.

Löwdin atomic charge list, values in e, 4 entries: O 0.055; C -0.234; O 0.027; C -0.387


Most stable to least stable, the ends of the list are #1 and #2.


#1
Computed, not measured: C12H21N7O3 in the gas phase, with wB97M-V/def2-TZVPD.

The geometry in XYZ format:
```
43
C12H21N7O3 wB97M-V/def2-TZVPD
H 4.50 -4.75 -0.70
N 4.44 -4.58 -1.68
C 3.19 -4.50 -1.95
N 2.89 -4.10 -3.24
N 2.17 -4.83 -1.03
C 0.88 -4.08 -0.94
C 0.92 -2.76 -0.08
C 2.01 -1.73 -0.65
C 2.02 -0.42 0.18
N 2.18 -0.66 1.66
C 0.76 0.44 -0.06
O -0.11 0.24 -0.90
N 0.72 1.55 0.79
C -0.63 1.95 1.07
C -1.36 2.52 -0.21
C -2.39 3.61 0.06
C -2.46 4.88 -0.34
N -3.68 5.35 0.18
C -4.13 4.47 0.96
N -3.41 3.36 0.96
C -1.47 0.74 1.64
O -0.99 -0.32 1.84
O -2.78 0.91 1.89
H 2.04 -4.64 -3.46
H 3.70 -4.38 -3.81
H 2.55 -5.04 -0.13
H 0.61 -3.97 -1.96
H 0.13 -4.76 -0.51
H 1.23 -3.02 0.95
H -0.09 -2.29 -0.08
H 1.77 -1.33 -1.66
H 3.03 -2.14 -0.64
H 2.89 0.19 -0.14
H 1.17 -0.79 2.03
H 2.66 0.12 2.14
H 1.40 1.67 1.67
H -0.59 2.78 1.74
H -0.67 2.77 -0.99
H -1.92 1.66 -0.65
H -1.99 5.42 -1.11
H -4.08 6.21 -0.06
H -5.07 4.55 1.58
H -3.26 1.74 1.63
```

The SMILES is [H]/N=C(/N)NCCC[C@H](N)C(=O)N[C@@H](Cc1c[nH]cn1)C(=O)O. Its net charge is 0. As for the HOMO-LUMO gap: 8.9 eV. The calculation puts the HOMO energy at -8.50 eV.

Löwdin atomic charge list, values in e, 4 entries: H 0.006; N 0.090; C -0.617; N 0.102


#2
Computed, not measured: C12H21N7O3 in the gas phase, with wB97M-V/def2-TZVPD.

The geometry in XYZ format:
```
43
C12H21N7O3 wB97M-V/def2-TZVPD
H 5.82 0.92 0.63
N 5.59 -0.01 0.37
C 4.48 -0.01 -0.32
N 4.03 -1.24 -0.84
N 3.63 1.08 -0.53
C 2.17 1.04 -0.52
C 1.65 1.75 0.79
C 0.15 1.80 0.90
C -0.65 2.03 -0.36
N -0.17 3.23 -1.03
C -2.19 2.13 0.06
O -2.69 3.24 0.18
N -2.82 1.02 0.45
C -2.45 -0.32 0.05
C -1.88 -1.17 1.26
C -0.58 -1.82 0.84
C 0.70 -1.59 1.29
N 1.50 -2.37 0.49
C 0.67 -2.98 -0.45
N -0.58 -2.66 -0.24
C -3.64 -1.12 -0.50
O -4.76 -0.70 -0.52
O -3.25 -2.30 -1.04
H 4.77 -1.92 -0.64
H 3.82 -1.14 -1.83
H 4.00 1.90 -0.04
H 1.84 -0.03 -0.54
H 1.78 1.48 -1.42
H 2.05 1.29 1.70
H 2.05 2.78 0.77
H -0.18 0.87 1.30
H -0.08 2.57 1.63
H -0.55 1.19 -1.06
H -0.61 4.03 -0.54
H -0.53 3.31 -1.99
H -3.79 1.11 0.66
H -1.67 -0.28 -0.78
H -1.76 -0.51 2.16
H -2.58 -1.93 1.65
H 1.09 -0.98 2.13
H 2.48 -2.18 0.35
H 1.04 -3.59 -1.24
H -2.31 -2.61 -0.83
```

The SMILES is [H]/N=C(/N)NCCC[C@H](N)C(=O)N[C@@H](Cc1c[nH]cn1)C(=O)O. Its net charge is 0. As for the HOMO-LUMO gap: 9.6 eV. The calculation puts the HOMO energy at -9.17 eV.

Löwdin atomic charge list, values in e, 4 entries: H 0.009; N 0.098; C -0.540; N 0.080


Most stable to least stable, the ends of the list are #2 and #1.